[1]
Formula: C35H96O35S11
Source: OMol25
Level of theory: ωB97M-V with the def2-TZVPD basis set

Structure (XYZ):
```
177
Properties=species:S:1:pos:R:3
S 9.4359 -3.3639 -27.1275
S 18.6842 -1.6552 -25.7103
S 12.5904 -1.7232 -22.0453
S 17.4953 -2.5328 -15.4398
S 11.7144 -8.5303 -22.0345
S 21.2431 0.8091 -19.5184
S 15.4106 2.7155 -25.7040
S 14.1202 -4.5713 -27.0851
S 12.6083 3.9335 -20.7554
S 17.0691 -8.4421 -29.1801
S 23.2410 -8.7796 -20.8859
O 10.4046 -8.8959 -23.0746
O 16.0862 -2.6274 -15.1442
O 8.0209 -2.7771 -26.4562
O 13.3096 -5.9010 -27.7446
O 9.4765 -3.0626 -28.5404
O 18.1798 -7.7689 -29.9197
O 13.3873 -4.0805 -25.9294
O 19.0163 -3.1219 -26.3716
O 24.3627 -8.3744 -20.0223
O 12.1365 -2.1182 -20.7333
O 21.6595 -0.8643 -19.4675
O 13.9406 -1.1778 -22.1923
O 9.5676 -4.7765 -26.6681
O 17.6814 -1.8595 -24.6988
O 22.4459 1.5150 -19.8272
O 15.6968 -8.1292 -29.4594
O 17.3241 -8.2457 -27.5436
O 15.5913 1.0985 -25.6573
O 21.9138 -8.0148 -20.3138
O 14.5703 -3.6452 -28.1645
O 17.0327 -4.5037 -23.3113
O 11.6779 4.4574 -19.7471
O 16.4387 -6.6974 -19.3255
O 16.4903 3.3241 -26.4879
O 20.0340 -1.1464 -25.3693
O 15.0804 3.1963 -24.3284
O 12.7060 -7.6040 -22.6588
O 13.8491 3.2511 -19.9293
O 12.4167 -3.0018 -23.0706
O 12.1737 3.0111 -21.7929
O 17.4893 -2.0439 -17.0333
O 22.8816 -10.2084 -21.1784
O 20.0240 1.0771 -20.3341
O 18.3997 -3.6756 -15.0938
O 11.0542 -8.1707 -20.7786
C 14.8715 2.7186 -20.7328
C 20.5152 -1.7475 -19.1728
C 20.8463 1.2111 -17.7255
C 13.9642 2.9020 -26.7782
C 17.4010 -10.3443 -29.2196
C 11.4482 -0.4610 -22.8009
C 7.8550 -2.7009 -25.0525
C 18.7524 -8.4277 -25.5939
C 13.4883 5.4051 -21.4636
C 20.6723 -8.2831 -20.9059
C 10.6513 -2.3524 -26.2447
C 20.0161 -3.1694 -27.3678
C 14.8430 0.3666 -24.8079
C 15.7486 -5.3340 -26.4215
C 23.3434 -7.7001 -22.4510
C 18.1501 -0.7488 -27.1247
C 15.2465 -6.5269 -18.5748
C 12.9497 -7.0151 -26.9106
C 18.6451 -8.0211 -27.1363
C 14.5140 -1.0531 -25.4504
C 15.3064 1.3723 -20.0771
C 20.8080 -4.4186 -27.1437
C 17.9977 -0.9166 -14.6998
C 17.0692 -2.9334 -18.0467
C 10.5153 -4.5165 -22.6695
C 12.9771 -8.2861 -27.7290
C 16.2437 -2.3596 -19.1656
C 9.3793 -9.1013 -25.2182
C 20.4143 -2.8190 -20.2590
C 19.8796 -9.2476 -20.0403
C 12.0698 -4.2547 -22.6114
C 10.6663 -9.2513 -24.4311
C 15.8385 -3.9937 -22.9019
C 12.3610 -10.1846 -21.7344
C 7.2911 -4.0907 -24.5297
H 7.0559 -1.9934 -24.8316
H 19.4886 -3.1932 -28.3214
H 17.3238 -3.9853 -24.0650
H 18.5010 -9.4858 -25.5203
H 17.2455 -0.1979 -15.0248
H 20.4277 -10.1883 -19.9881
H 16.3102 -7.5333 -19.7797
H 11.0517 -10.2696 -24.4817
H 6.7946 -3.9161 -23.5752
H 15.2726 -7.0501 -17.6190
H 16.9879 -10.8284 -28.3346
H 20.6198 -8.8016 -21.8633
H 22.8055 -7.9739 -23.3586
H 15.4746 0.1745 -23.9405
H 16.4024 -4.4814 -26.2376
H 17.1088 -10.7915 -30.1697
H 18.4673 -10.4789 -29.0382
H 17.6608 -1.4036 -27.8457
H 15.2268 -2.0343 -18.9458
H 11.7056 0.5337 -22.4370
H 18.9702 -6.9824 -27.1955
H 8.7671 -2.3849 -24.5462
H 14.4899 0.6692 -19.9129
H 6.6996 -4.6838 -25.2272
H 19.0056 -0.5575 -14.9077
H 8.0892 -4.8154 -24.3680
H 20.7136 -2.3350 -27.2953
H 10.1769 -1.3842 -26.0842
H 17.9650 -3.3167 -18.5353
H 10.2607 -5.1840 -21.8463
H 18.0470 -7.8369 -25.0096
H 12.3681 -9.0653 -27.2706
H 11.9735 -6.7612 -26.4977
H 14.4885 2.5855 -21.7446
H 24.3890 -7.4954 -22.6807
H 13.5313 -6.9259 -25.9931
H 14.0037 -8.6302 -27.8543
H 18.9580 -0.3237 -27.7202
H 12.9657 6.2882 -21.0959
H 19.7902 -8.1832 -25.3674
H 10.8249 -2.8419 -25.2864
H 8.6375 -9.7269 -24.7218
H 13.1431 2.7607 -26.0753
H 15.3143 -4.8299 -22.4394
H 20.5586 -2.1895 -18.1774
H 18.9524 -9.4518 -20.5758
H 10.4972 -0.8322 -22.4190
H 15.7263 1.6461 -19.1092
H 15.4226 -6.0047 -25.6266
H 19.3396 -8.6705 -27.6693
H 14.5712 5.4142 -21.3397
H 14.4402 -7.0209 -19.1171
H 13.0289 -10.3930 -22.5702
H 12.4518 -4.4512 -21.6096
H 16.1268 -3.1543 -19.9024
H 9.8305 -3.6721 -22.5923
H 16.4919 -3.7447 -17.6032
H 21.0424 -3.6935 -20.0888
H 12.5725 -5.0304 -23.1891
H 13.6735 -1.5898 -25.0104
H 12.7240 -8.1498 -28.7804
H 16.0827 0.8859 -20.6676
H 17.6183 0.1518 -26.8177
H 15.1926 -3.4723 -23.6084
H 14.1788 -0.8201 -26.4610
H 15.7238 3.3980 -20.7312
H 11.5965 -2.3137 -26.7861
H 19.4851 -3.3673 -20.1038
H 14.1140 2.1788 -27.5798
H 20.5489 -2.3237 -21.2206
H 11.6107 -10.9448 -21.5171
H 16.7275 -1.5450 -19.7046
H 20.9056 -4.6134 -26.0758
H 20.3053 2.1485 -17.5966
H 16.1577 -5.9653 -27.2103
H 21.7330 -4.4650 -27.7185
H 13.3527 5.3151 -22.5414
H 11.4326 -8.5920 -24.8387
H 13.9252 3.9095 -27.1924
H 13.8945 0.7985 -24.4887
H 15.1845 -5.4428 -18.4801
H 12.9987 -10.0187 -20.8661
H 23.0197 -6.7276 -22.0800
H 20.4550 0.3571 -17.1726
H 21.7304 1.4125 -17.1206
H 15.3677 -1.7201 -25.5708
H 20.2066 -7.3402 -21.1924
H 8.9269 -8.1280 -25.0282
H 9.4709 -9.3743 -26.2695
H 19.6047 -1.1489 -19.1440
H 10.2395 -4.9037 -23.6503
H 18.0102 -1.0253 -13.6153
H 11.5597 -0.5042 -23.8844
H 16.0895 -3.2573 -22.1385
H 20.2790 -5.2835 -27.5439
H 19.6782 -8.8104 -19.0624
```

The calculation puts the orbital gap at 9.496 eV. As for the net charge: 0. The total energy comes out at -8404.16428 a.u. The value obtained for the energy relative to the best compared isomer or geometry (same formula, charge and spin) is 0.00 kcal per mole.

=====

[2]
Formula: C36H102F3O18
Source: OMol25
Level of theory: ωB97M-V with the def2-TZVPD basis set

Structure (XYZ):
```
159
Properties=species:S:1:pos:R:3
F -3.5541 22.6362 18.1296
F -1.6589 23.0723 19.1547
F -2.7326 24.6179 18.0864
O -5.4536 18.4310 12.4148
O -3.3427 31.4577 17.8330
O -8.9696 25.7450 22.0346
O 3.4486 26.6036 14.6878
O -7.7728 22.4214 29.8211
O -2.3795 30.8531 23.6496
O -5.9698 14.1553 25.1895
O -0.8740 13.9396 24.6698
O -2.1882 26.6002 10.7466
O -0.1091 19.0520 30.5131
O -8.8456 23.4803 17.7244
O -6.4771 14.8141 20.3316
O 1.1603 16.4536 16.8075
O 0.7416 27.7220 22.0822
O -3.6416 25.2872 20.6788
O -3.0141 25.2874 25.7828
O -3.4150 23.0692 21.2895
O 4.2306 18.4109 23.7257
C 3.8838 20.6634 23.2444
C 1.9386 26.9710 22.0188
C -1.4547 18.7288 28.5394
C 0.3175 18.6413 16.9812
C -2.1204 31.5793 24.8109
C -1.0031 31.4742 17.5287
C -3.7186 23.9794 20.1630
C -3.3055 21.0512 22.4780
C -8.7558 22.5742 16.7152
C 3.3280 19.4875 24.0173
C 1.7014 24.8804 14.5956
C -8.9859 23.8701 23.4361
C -2.2971 30.7561 17.2300
C -6.6425 14.7962 26.2153
C -0.8574 19.7419 29.4929
C -7.1680 20.9469 28.1420
C 0.1110 17.2855 16.4080
C 0.0258 15.0464 22.8070
C -6.7709 22.2457 28.8294
C -3.7269 21.6997 21.1559
C -0.7948 32.4288 24.6739
C -9.7695 25.0202 22.9408
C -2.9149 23.5535 18.8747
C -3.4080 19.4483 11.6039
C -1.7527 25.3901 27.8242
C -8.1174 14.5250 26.1162
C -5.7445 15.5136 18.1612
C -1.7176 25.3471 26.3191
C 2.0568 26.3799 14.5365
C 2.7412 27.1219 23.3165
C -3.6369 25.1708 12.0064
C 0.3224 14.0685 23.9457
C -8.7751 21.1753 17.2559
C -5.3451 15.0592 19.5316
C -4.3547 19.2051 12.8348
C -3.1134 26.5665 11.8220
H 0.0651 31.7690 24.5583
H -4.7880 15.8692 20.0025
H 0.6204 24.7418 14.6128
H -4.7418 20.1568 13.1988
H -7.8732 22.7634 16.1043
H -7.0748 20.0929 28.8129
H 4.3044 18.2563 22.7811
H -3.9315 27.2342 11.5519
H -2.0478 30.8303 25.5995
H 3.3471 19.8001 25.0614
H -10.0012 25.7103 23.7522
H -8.7238 14.9314 26.9256
H 0.2806 18.5156 18.0633
H -1.9644 24.4095 28.2506
H 0.6858 13.1382 23.5091
H -6.3804 15.8503 26.1239
H -0.7360 25.6334 28.1329
H -0.4834 19.3020 16.6495
H 1.7296 26.8823 13.6262
H -2.8019 24.4921 12.1802
H 2.3215 19.2566 23.6685
H 2.4461 27.4051 21.1573
H 4.9251 20.8320 23.5189
H -4.9377 15.3481 17.4471
H -3.5796 32.1579 17.2204
H -0.2740 20.5140 28.9913
H -0.1652 30.8559 17.2067
H 0.9782 15.3144 22.3496
H -9.6029 22.7109 16.0430
H -7.4449 22.0697 30.6519
H -4.7914 21.4930 21.0450
H 1.1218 14.4734 24.5664
H -0.7457 16.7131 16.7639
H -5.7480 22.1093 29.1804
H -4.7641 23.7385 19.9708
H -0.8810 31.6494 18.5976
H -3.7518 18.7705 13.6322
H -2.6983 26.9902 12.7365
H -2.4869 26.0730 28.2516
H -4.2084 24.8283 11.1437
H 0.5044 19.7101 30.8480
H 1.5431 26.8707 15.3632
H -8.6542 24.3839 17.4628
H 0.0423 17.3170 15.3207
H -4.2772 25.0273 12.8767
H -8.5139 14.9592 25.1984
H 2.1753 26.8162 24.1965
H -2.2035 19.1985 27.9017
H -5.8057 18.7873 11.5958
H -3.0714 18.4867 11.2162
H 1.7998 25.9127 21.7978
H 3.6895 27.5328 14.6720
H 0.8883 15.5457 16.6550
H -1.6339 30.2732 23.4783
H -8.0673 21.1365 18.0839
H -9.8029 20.9653 17.5520
H -0.6838 14.6449 22.0836
H -0.0125 27.3064 21.6578
H -3.1094 21.2684 20.3680
H -8.6902 25.2410 21.2668
H -2.2286 20.9493 22.6120
H -6.7802 23.1609 28.2374
H -2.4822 19.9399 11.9028
H -8.7985 23.1538 22.6362
H -6.1577 14.4167 27.1148
H -1.1658 24.4704 25.9800
H -3.7838 20.0763 22.5715
H -0.7775 18.3274 27.7855
H -5.0259 14.2230 25.3511
H -3.5935 21.7276 23.2827
H -8.1706 20.8896 27.7182
H -1.4428 26.0129 10.8920
H -2.9564 32.2625 24.9603
H -3.8052 20.0543 10.7896
H -2.5811 30.6424 16.1838
H -5.9936 16.5745 18.1412
H -0.7806 33.0893 25.5408
H -0.3452 15.9980 23.1879
H 1.2472 19.1763 16.7875
H -4.6855 14.1949 19.4544
H -0.7618 33.1059 23.8203
H -2.2655 29.7452 17.6364
H 2.1792 24.3827 15.4395
H -8.0845 24.2064 23.9485
H -0.6733 13.5714 25.5333
H 3.3012 21.5361 23.5395
H -6.2348 14.6717 21.2495
H -8.4384 20.4333 16.5319
H -6.5432 20.7140 27.2797
H -1.2013 26.2244 25.9293
H 2.1189 24.3044 13.7697
H 3.6424 26.5163 23.2211
H -0.8961 32.4289 17.0137
H -1.7195 20.2179 29.9601
H 3.7794 20.6142 22.1606
H -9.5908 23.3549 24.1823
H -6.6466 15.0046 17.8216
H -2.9829 25.1601 24.8318
H -10.6080 24.6798 22.3333
H -8.2699 13.4460 26.1409
H 3.0499 28.1537 23.4847
H -1.8100 17.8677 29.1054
```

The calculation puts the orbital gap at 5.217 eV. As for the net charge: -1. The total energy comes out at -3086.45120 a.u. The value obtained for the energy relative to the best compared isomer or geometry (same formula, charge and spin) is 117.91 kcal per mole.